77
Properties=species:S:1:pos:R:3:lowdin_charge:R:1 method="wB97M-V/def2-TZVPD" homo_lumo_gap_ev=6.34 molar_mass_g_mol=603.5 e_lumo_ev=-6.10 homo_energy_ev=-12.45 total_charge=+2
Fe -0.1497 -0.1863 -2.1651 0.46
C 1.9549 3.4736 -2.1417 0.02
C 1.0288 2.3178 -1.9604 -0.21
N 1.1522 1.1878 -2.5554 0.02
C 2.1874 0.8806 -3.5281 -0.14
C 2.2842 -0.6414 -3.6315 -0.14
N 0.9514 -1.3064 -3.5607 -0.10
C 0.2496 -1.4517 -4.8438 -0.15
C -0.5965 -0.2124 -5.0705 -0.16
N -1.4110 0.0135 -3.8549 -0.07
C -2.5586 -0.9633 -3.7894 -0.12
C -2.4677 -1.8774 -2.5490 -0.14
N -1.9287 -0.9595 -1.5679 0.00
C -2.6826 -0.2118 -0.8495 -0.22
C -4.1226 -0.4763 -0.5491 0.02
C -2.0544 1.1016 -0.5048 -0.17
C -2.6456 2.1809 0.1279 0.00
C -1.9645 3.3931 0.1374 -0.04
C -0.7285 3.5087 -0.4817 0.02
C -0.1958 2.3901 -1.1088 -0.16
N -0.8664 1.2343 -1.1019 0.08
H 1.9149 3.8339 -3.1720 0.11
H 2.9839 3.1713 -1.9410 0.10
H 1.7132 4.3012 -1.4818 0.08
H 3.1588 1.3012 -3.2611 0.13
H 1.9042 1.3264 -4.4854 0.13
H 2.8508 -1.0137 -2.7804 0.12
H 2.8155 -0.9219 -4.5436 0.13
H 1.1185 -2.2134 -3.1419 0.12
H -0.3883 -2.3348 -4.7815 0.12
H 0.9365 -1.6085 -5.6787 0.14
H -1.2220 -0.3283 -5.9586 0.13
H 0.0291 0.6652 -5.2240 0.11
H -1.8027 0.9474 -3.9106 0.14
H -2.5981 -1.5510 -4.7063 0.13
H -3.4861 -0.3936 -3.7337 0.13
H -1.7667 -2.6970 -2.7008 0.11
H -3.4482 -2.2921 -2.3115 0.12
H -4.2796 -1.5243 -0.2991 0.10
H -4.7488 -0.2365 -1.4127 0.11
H -4.4701 0.1275 0.2847 0.08
H -3.6135 2.0948 0.5992 0.12
H -2.4010 4.2502 0.6306 0.13
H -0.2073 4.4549 -0.4875 0.12
C 2.6216 -1.9493 1.0590 -0.22
S 0.9425 -1.8637 0.4668 0.91
C 0.7248 -3.5973 0.1055 -0.22
O 1.0620 -1.1882 -0.8912 -0.57
H 2.6292 -2.5456 1.9713 0.07
H 2.9523 -0.9367 1.2768 0.05
H 3.2450 -2.4047 0.2905 0.07
H 0.7171 -4.1454 1.0479 0.08
H 1.5351 -3.9425 -0.5356 0.07
H -0.2398 -3.7158 -0.3847 0.05
C 0.2789 2.4235 4.5674 -0.32
As -0.2927 1.6783 2.8583 1.15
C 1.4973 1.4079 2.0916 -0.33
C -0.7274 -0.1741 3.4312 -0.36
C -0.0282 -0.6624 4.6615 -0.33
C -0.6529 -0.6155 5.9045 -0.06
C 0.0126 -1.0276 7.0499 -0.06
C 1.3171 -1.4939 6.9722 -0.07
C 1.9504 -1.5506 5.7390 -0.07
C 1.2800 -1.1383 4.5968 -0.07
H 1.0804 1.8279 5.0024 0.03
H -0.5642 2.4402 5.2563 0.03
H 0.6204 3.4461 4.4135 0.02
H 2.1746 0.9175 2.7914 0.02
H 1.9127 2.3847 1.8400 0.02
H 1.4123 0.8309 1.1675 -0.03
H -0.5006 -0.8127 2.5776 0.01
H -1.8103 -0.1946 3.5640 0.06
H -1.6725 -0.2542 5.9764 0.12
H -0.4906 -0.9858 8.0068 0.11
H 1.8350 -1.8137 7.8660 0.11
H 2.9671 -1.9160 5.6700 0.11
H 1.7814 -1.1827 3.6361 0.07

***

9
Properties=species:S:1:pos:R:3:lowdin_charge:R:1 method="wB97M-V/def2-TZVPD" homo_lumo_gap_ev="6.62 / 6.62" molar_mass_g_mol=188.0 e_lumo_ev="-1.59 / -1.59" homo_energy_ev="-8.22 / -8.21" total_charge=0
C -0.1243 -1.0028 -0.9370 -0.27
O 0.6979 2.7662 -0.1278 -0.42
Si -0.9885 0.1358 0.3125 0.40
I -3.4029 0.2813 0.0551 0.46
H 0.9410 -0.6003 -1.0114 0.07
H -0.0174 -1.8358 -0.3514 -0.03
H -0.7473 -1.2481 -1.8002 0.04
H -0.0893 3.0112 -0.6575 -0.14
H -0.3458 0.3477 1.5315 -0.10

***

14
Properties=species:S:1:pos:R:3:lowdin_charge:R:1 method="wB97M-V/def2-TZVPD" homo_lumo_gap_ev=8.05 molar_mass_g_mol=212.0 smiles="C[C@](O)(I)[N+]1=CC1" e_lumo_ev=-5.71 homo_energy_ev=-13.75 total_charge=+1
C -1.2238 -1.5356 -0.3883 0.20
C -1.4833 -1.0790 1.0204 0.06
C 1.5533 0.7880 0.3460 -0.10
C 0.2227 0.5862 -0.3864 -0.83
N -0.5249 -0.5352 -0.0086 -0.01
O 0.3546 0.4184 -1.9568 -0.07
I -0.9766 2.3499 -0.1787 1.03
H -1.3077 -2.2715 -1.1647 0.17
H -2.2769 -0.5426 1.3475 0.07
H -1.1300 -1.7075 1.9303 0.16
H 2.0824 1.7293 0.1652 0.09
H 1.4594 0.9010 1.4234 0.08
H 2.2940 -0.0868 0.1751 0.13
H 0.9569 0.9855 -2.3244 0.03

***

8
Properties=species:S:1:pos:R:3:lowdin_charge:R:1 method="wB97M-V/def2-TZVPD" homo_lumo_gap_ev=7.01 molar_mass_g_mol=336.9 e_lumo_ev=-0.92 homo_energy_ev=-7.94 total_charge=0
C 1.4837 -0.1495 0.1585 -0.43
C -0.1081 1.5126 -0.5795 -0.67
C -0.9702 -0.8837 -0.0873 -1.03
N 0.8134 0.9077 -0.0806 -0.20
S 0.4740 -1.6168 0.3106 0.80
I -1.5043 2.7965 0.1412 0.83
I -2.6483 -2.1472 0.0657 0.67
H 2.4597 -0.4196 0.0713 0.03

***

117
Properties=species:S:1:pos:R:3:lowdin_charge:R:1 method="wB97M-V/def2-TZVPD" homo_lumo_gap_ev=6.75 molar_mass_g_mol=877.9 e_lumo_ev=-0.09 homo_energy_ev=-6.84 total_charge=0
Be -0.2781 0.1163 -0.2156 0.95
O 1.2875 1.7301 1.1176 -0.35
C 0.4080 2.7644 1.5285 -0.38
C -1.1939 2.5496 1.8664 -0.35
O -2.0203 1.6820 1.0582 -0.36
H 0.4658 3.4520 0.6846 0.06
H 0.8876 3.2593 2.3730 0.08
H -1.6761 3.5117 2.0391 0.08
H -1.2461 2.0949 2.8557 0.04
C 0.4725 -4.3277 -1.8547 0.03
N 0.8628 -3.8191 -3.1977 -0.40
O 1.9896 -4.1408 -3.5926 0.04
O 0.1210 -2.9988 -3.7797 0.04
H 1.1920 -5.0922 -1.5615 0.10
H -0.4799 -4.8216 -2.0471 0.10
H 0.4037 -3.4672 -1.1892 0.06
C -2.5741 3.4271 -1.7249 0.04
N -2.3311 4.3626 -2.8741 -0.43
O -2.2344 3.8136 -3.9403 0.05
O -2.1427 5.5649 -2.6062 0.04
H -3.3305 2.7044 -2.0310 0.08
H -2.9060 4.0449 -0.8905 0.10
H -1.6321 2.9172 -1.5231 0.08
C -5.5722 0.6594 1.2144 -0.15
C -5.1065 0.6211 2.6808 -0.17
O -6.2278 0.3994 3.5318 -0.22
S -7.6572 0.6077 2.7358 0.78
O -8.5701 1.6251 3.3768 -0.27
O -8.2039 -0.7085 2.3357 -0.28
O -6.8273 1.2555 1.4654 -0.23
H -5.6892 -0.2867 0.6859 0.12
H -4.9558 1.3438 0.6315 0.13
H -4.5234 1.4770 3.0207 0.13
H -4.5174 -0.2764 2.8689 0.10
C 0.3618 0.7777 5.4624 -0.11
C -1.1498 0.7439 5.6118 -0.17
O -1.4389 -0.4675 6.2907 -0.22
S -0.3271 -1.6814 6.1612 0.69
O -0.8798 -2.5772 5.1832 -0.25
O 0.2414 -2.2034 7.3989 -0.23
O 0.6347 -0.6537 5.3718 -0.24
H 0.9988 1.3876 6.1030 0.13
H 0.5918 1.2065 4.4870 0.12
H -1.7733 0.7075 4.7185 0.12
H -1.4800 1.6242 6.1633 0.13
C 7.1196 2.2266 1.0306 -0.29
O 7.2488 1.6916 2.1267 0.00
N 6.0007 1.8500 0.2712 -0.19
C 5.8272 2.4565 -0.9961 -0.10
C 4.8719 1.0409 0.7885 -0.04
H 7.7145 2.9950 0.5129 0.13
H 4.9270 3.0672 -1.0648 0.08
H 5.7190 1.6843 -1.7577 0.06
H 6.6988 3.0788 -1.1990 0.08
H 4.5539 1.5583 1.6936 0.09
H 3.9373 0.9685 0.2324 0.08
H 5.1611 0.0426 1.1170 0.08
C 1.4531 -1.7637 2.2260 -0.34
O 0.7435 -1.4625 1.3460 0.02
N 1.9505 -3.0113 2.4612 -0.17
C 1.5338 -4.1775 1.6465 -0.03
C 2.8813 -3.2743 3.5204 -0.06
H 1.9609 -1.0539 2.8973 0.15
H 1.1457 -4.9640 2.2938 0.09
H 2.3898 -4.5257 1.0685 0.08
H 0.7200 -3.9779 0.9495 0.07
H 3.9058 -3.4049 3.1719 0.08
H 2.9117 -2.5560 4.3397 0.09
H 2.5602 -4.2696 3.8275 0.09
C -2.8391 0.1941 -3.0780 -0.29
O -1.9583 0.0898 -2.1705 -0.07
N -2.5889 0.1202 -4.3849 -0.16
C -3.6329 0.1361 -5.4740 -0.02
C -1.2605 -0.1395 -4.9389 -0.03
H -3.9052 0.2394 -2.8068 0.14
H -3.4271 -0.6127 -6.2389 0.08
H -3.4779 1.1452 -5.8559 0.09
H -4.6625 -0.0006 -5.1432 0.08
H -0.8474 0.7399 -5.4329 0.08
H -0.5601 -0.2497 -4.1110 0.07
H -1.2700 -1.0844 -5.4822 0.09
C -2.7873 -2.5823 -0.0037 -0.25
O -1.6302 -2.0513 -0.2106 -0.09
N -3.3733 -2.6856 1.2192 -0.15
C -4.5840 -3.5211 1.4215 -0.04
C -2.5022 -2.4157 2.4478 -0.01
H -3.4591 -2.8587 -0.8310 0.14
H -4.4394 -4.3887 2.0652 0.09
H -4.9500 -3.8447 0.4471 0.08
H -5.3613 -2.8801 1.8376 0.08
H -1.9752 -3.3228 2.7437 0.09
H -1.8812 -1.5449 2.2375 0.08
H -3.2104 -2.1100 3.2178 0.07
C 1.3740 2.7902 -2.3042 -0.40
O 0.7616 1.7585 -2.2968 -0.02
N 1.5470 3.5467 -3.3493 -0.12
C 2.2954 4.8412 -3.2759 -0.04
C 1.0991 3.1451 -4.7628 0.00
H 1.8400 3.1506 -1.3741 0.14
H 3.1191 4.8707 -3.9892 0.08
H 2.6267 5.1115 -2.2732 0.08
H 1.6354 5.6657 -3.5456 0.08
H 1.9812 2.8587 -5.3356 0.08
H 0.4426 2.2751 -4.7672 0.05
H 0.5245 3.9074 -5.2890 0.08
C 2.5619 -0.8498 -2.0582 -0.27
O 1.3836 -1.0928 -1.6999 -0.05
N 3.6742 -1.4804 -1.6527 -0.14
C 4.9745 -1.0872 -2.0091 -0.09
C 3.5350 -2.7339 -0.8170 0.00
H 2.7123 -0.0383 -2.7868 0.14
H 5.7456 -0.9190 -1.2573 0.09
H 4.9399 -0.2056 -2.6491 0.08
H 5.3660 -1.8501 -2.6821 0.10
H 4.2385 -2.6856 0.0142 0.09
H 2.5446 -2.8699 -0.3825 0.05
H 3.7501 -3.6092 -1.4298 0.09

***

18
Properties=species:S:1:pos:R:3:lowdin_charge:R:1 method="wB97M-V/def2-TZVPD" homo_lumo_gap_ev=5.82 molar_mass_g_mol=99.2 smiles="C=C(C)CCC[O-]" e_lumo_ev=3.74 homo_energy_ev=-2.08 total_charge=-1
C 1.3748 0.5930 -0.7947 -0.58
O 2.0682 1.2741 -1.7246 -0.38
C 0.0931 -0.0317 -1.3445 -0.22
C -0.5516 -1.0604 -0.3538 -0.20
C -0.8163 -0.5058 1.0161 -0.39
C -0.2797 -1.0271 2.1147 0.01
C -1.8426 0.6342 1.1006 -0.06
H 1.8972 -0.2062 -0.2208 0.08
H 1.0267 1.2458 0.0710 0.09
H -0.6914 0.7097 -1.5245 0.08
H 0.3672 -0.5392 -2.2702 0.09
H -1.4431 -1.4620 -0.8429 0.10
H 0.1775 -1.8732 -0.2544 0.10
H -0.5114 -0.5542 3.0642 0.04
H 0.4631 -1.8123 2.1065 0.05
H -1.7092 1.0886 2.0796 0.06
H -1.6558 1.3004 0.2679 0.06
H -2.8193 0.1512 1.0905 0.07